(1)
DFT (ωB97M-V/def2-TZVPD) results for an isolated molecule of C7H11N at a distorted geometry.

Values from the calculation:
Frontier orbital gap (spin up / spin down), eV: 6.56 / 6.43
Highest occupied orbital energy (spin up / spin down), eV: -7.0683 / -6.9833
LUMO level (spin up / spin down), eV: -0.5057 / -0.5573
Energy above the lowest of the compared OMol25 structures with the same formula, charge and spin, eV: 6.142

Last column: Mulliken charge in e.
Geometry (Å):
C1 -2.8827 -0.1189 0.0533  -0.4855
C2 -2.4294 0.2536 1.2668  -0.7767
C3 -1.9657 -0.5044 -1.0013  0.0504
C4 2.2784 -1.2226 -0.0418  -1.0479
C5 0.5503 1.7767 -0.2898  -1.2058
C6 1.1077 -0.4811 0.6105  -0.5282
C7 0.1357 0.3574 -0.0859  0.4072
N1 -0.7311 -0.2576 -0.9785  -0.2810
H1 -3.9409 -0.2514 -0.1049  0.2939
H2 -2.3678 -1.0217 -1.8676  0.3910
H3 -1.4057 0.3934 1.3438  0.5855
H4 2.8353 -1.7922 0.8039  0.3050
H5 2.0160 -2.1588 -0.5799  0.2967
H6 2.7902 -0.4063 -0.5437  0.3132
H7 0.3484 2.2609 0.6652  0.3284
H8 1.6407 1.9544 -0.6009  0.2967
H9 -0.1005 2.1887 -1.1307  0.3662
H10 0.5225 -1.2460 1.2443  0.3280
H11 1.5985 0.2760 1.2370  0.3631

Forces on the atoms, in the same order (eV/Å):
C 0.3 0.2 1.8
C -3.2 0.0 -0.8
C -0.1 0.2 -0.5
C -0.2 -1.6 1.2
C -0.6 0.7 -1.9
C -0.7 -1.7 3.0
C -1.8 -1.9 -3.7
N 2.4 1.3 1.3
H -0.1 -0.3 -0.4
H 0.1 0.0 -0.1
H 3.2 0.3 0.4
H -0.3 1.9 -1.1
H -0.2 1.3 -0.7
H 0.9 -0.9 -0.5
H 0.1 0.4 -0.1
H -1.4 -0.6 0.7
H 0.8 -0.1 1.4
H 0.8 1.2 -0.6
H -0.1 -0.6 0.6

(2)
DFT (ωB97M-V/def2-TZVPD) results for an isolated molecule of C10H13NO5S.

Values from the calculation:
Frontier orbital gap, eV: 9.57
Highest occupied orbital energy, eV: -8.8849
SMILES: COC(=O)CNS(=O)(=O)c1ccc(OC)cc1
LUMO level, eV: 0.6815
Energy above the lowest of the compared OMol25 structures with the same formula, charge and spin, eV: 0.786

Last column: Mulliken charge in e.
Geometry (Å):
C1 0.6232 3.1103 3.4569  -0.6759
O1 1.1120 3.4091 2.1543  -0.3308
C2 0.5022 2.7963 1.1469  0.5527
O2 -0.4991 2.1397 1.2520  -0.5831
C3 1.1838 3.1177 -0.1760  -0.3870
N1 1.2459 1.9040 -0.9593  -0.2585
S1 1.8729 0.5410 -0.1764  1.2500
O3 2.0467 0.8663 1.2110  -0.6098
O4 3.0190 0.1097 -0.9285  -0.7087
C4 0.5727 -0.6524 -0.3898  0.0525
C5 -0.4160 -0.7967 0.5669  -0.1099
C6 -1.4201 -1.7182 0.3650  -0.8569
C7 -1.4418 -2.5025 -0.7943  0.7773
O5 -2.4714 -3.3762 -0.8933  -0.4063
C8 -2.5625 -4.1979 -2.0347  -0.8415
C9 -0.4356 -2.3475 -1.7471  -0.4116
C10 0.5694 -1.4191 -1.5366  -0.8643
H1 -0.4647 3.1994 3.4838  0.2989
H2 1.0884 3.8261 4.1297  0.2592
H3 0.9098 2.0913 3.7222  0.2659
H4 0.5700 3.8489 -0.7121  0.3131
H5 2.1694 3.5493 0.0374  0.3127
H6 1.7014 2.0281 -1.8508  0.2942
H7 -0.3911 -0.1763 1.4463  0.4805
H8 -2.2075 -1.8555 1.0883  0.4322
H9 -2.6694 -3.6051 -2.9482  0.3481
H10 -1.6935 -4.8566 -2.1254  0.3427
H11 -3.4574 -4.8009 -1.8903  0.2381
H12 -0.4242 -2.9407 -2.6474  0.4000
H13 1.3674 -1.2918 -2.2505  0.4260

Forces on the atoms, in the same order (eV/Å):
C -0.3 -0.1 0.2
O 0.3 0.3 -0.1
C -0.4 0.5 -0.1
O -0.1 0.0 0.0
C 0.2 0.1 0.5
N 0.2 -0.7 0.3
S 0.1 0.0 -0.7
O -0.2 -0.1 0.0
O -0.3 -0.1 -0.2
C 0.6 0.3 0.1
C -0.1 0.0 0.1
C 0.0 -0.1 -0.2
C 0.2 0.2 0.1
O 0.0 0.2 0.2
C 0.0 -0.1 -0.2
C -0.2 -0.2 -0.1
C 0.1 0.0 0.0
H 0.1 0.0 0.1
H 0.0 0.0 0.0
H 0.0 0.1 0.0
H 0.1 -0.1 0.1
H -0.2 0.0 -0.1
H 0.1 -0.1 -0.1
H -0.1 0.0 0.1
H -0.1 0.0 0.1
H 0.0 0.0 0.0
H 0.0 0.0 0.0
H 0.1 0.0 -0.1
H 0.0 -0.1 -0.1
H 0.1 -0.1 -0.1

(3)
DFT (ωB97M-V/def2-TZVPD) results for a cluster of 3 separate species, C32H25F3NO8S5 in total at a distorted geometry.

Values from the calculation:
Frontier orbital gap, eV: 2.31
Highest occupied orbital energy, eV: -4.2301
Net charge: -1
LUMO level, eV: -1.9225

Last column: Mulliken charge in e.
Geometry (Å):
F1 2.8019 -2.5054 -1.3508  -0.2113
C1 1.9280 -2.3843 -0.3322  0.6612
F2 1.3697 -3.5956 -0.0858  -0.2276
F3 2.5978 -1.9959 0.7773  -0.1852
S1 0.5156 -1.1707 -0.7547  0.3675
N1 1.6323 0.0598 -0.8127  -0.3091
S2 1.8609 1.5038 -0.1701  1.2024
C2 1.6765 1.3184 1.6139  0.4383
C3 0.8628 0.3404 2.1655  0.1876
C4 0.6936 0.2683 3.5431  -0.9488
C5 1.4120 1.1381 4.3660  -0.5067
C6 2.2448 2.1076 3.8017  -0.6398
C7 2.3385 2.2461 2.4244  -0.6789
O1 3.2596 1.8198 -0.3483  -0.5028
O2 0.8602 2.4931 -0.4798  -0.6485
S3 5.7997 1.8883 0.6740  1.0502
C8 7.4918 1.3775 1.3683  0.1945
C9 7.7563 1.4486 2.7270  -0.3860
C10 9.0546 1.1634 3.1894  -0.4508
C11 10.0557 0.7881 2.2811  -0.3561
C12 9.7557 0.6705 0.9177  -0.4681
C13 8.4596 0.9538 0.4707  -0.4826
O3 6.1225 2.3920 -0.6452  -0.5615
O4 5.2484 2.8216 1.6521  -0.5209
H1 0.3493 -0.3605 1.5109  0.1050
H2 0.0052 -0.4647 3.9795  0.4420
H3 1.3061 1.0856 5.4512  0.3596
H4 2.8215 2.7771 4.4408  0.3910
H5 2.9504 3.0406 1.9935  0.4846
H6 6.9609 1.7218 3.4194  0.4122
H7 9.2813 1.2294 4.2570  0.3425
H8 11.0731 0.5903 2.6253  0.3357
H9 10.5122 0.3607 0.1954  0.3448
H10 8.2186 0.8456 -0.5827  0.3817
C14 -3.5756 -1.0884 3.0937  -0.7693
C15 -2.7584 -0.0917 2.5447  -1.1053
C16 -2.2167 -0.2655 1.2736  0.2720
C17 -2.4981 -1.3955 0.5016  1.0384
C18 -2.1789 -1.4256 -0.9348  -0.9211
S4 -3.4325 -2.5320 -1.6796  1.4725
C19 -3.9216 -2.5183 -3.4176  0.0171
C20 -5.0719 -1.8187 -3.7860  -0.2138
C21 -5.5186 -1.8755 -5.1065  -0.8270
C22 -4.8547 -2.6882 -6.0324  -0.3761
C23 -3.7279 -3.4187 -5.6398  -0.6690
C24 -3.2643 -3.3476 -4.3244  -0.4455
O5 -2.9206 -3.8733 -1.4436  -0.7647
O6 -4.6723 -2.1108 -1.0580  -0.6811
S5 -2.1068 0.0517 -1.9565  1.3017
C25 -3.3107 1.2850 -1.4603  0.1658
C26 -4.5039 1.4357 -2.1652  -0.4957
C27 -5.4426 2.3582 -1.7000  -0.6221
C28 -5.1826 3.1074 -0.5516  -0.5530
C29 -3.9462 3.0175 0.0863  -0.5990
C30 -2.9763 2.1599 -0.4232  -0.1790
O7 -0.9026 0.7762 -1.6145  -0.4146
O8 -2.3614 -0.3360 -3.3344  -0.7359
C31 -3.1127 -2.4949 1.1878  -0.4952
C32 -3.7307 -2.2986 2.4209  -0.6424
H11 -4.0511 -0.9193 4.0651  0.3737
H12 -2.5289 0.8311 3.0898  0.5085
H13 -1.5621 0.4849 0.8136  0.4831
H14 -5.6175 -1.2367 -3.0475  0.6731
H15 -6.3874 -1.2822 -5.4019  0.3799
H16 -5.2188 -2.7452 -7.0619  0.3612
H17 -3.2054 -4.0504 -6.3612  0.3613
H18 -2.4027 -3.9231 -3.9891  0.3997
H19 -4.6805 0.8356 -3.0593  0.6475
H20 -6.3731 2.4779 -2.2515  0.3940
H21 -5.9404 3.7838 -0.1702  0.3592
H22 -3.7142 3.6054 0.9699  0.4395
H23 -1.9759 2.1585 -0.0008  0.3440
H24 -3.0944 -3.5019 0.7869  0.5270
H25 -4.3360 -3.1042 2.8549  0.3744

Forces on the atoms, in the same order (eV/Å):
F -0.4 -0.1 0.8
C -0.4 0.1 -0.5
F 0.4 0.6 -0.1
F -0.5 -0.4 -0.9
S 2.6 1.4 1.6
N 0.1 -1.4 -0.5
S -0.9 0.1 1.4
C 0.1 0.0 0.2
C -0.1 -0.1 -0.1
C 0.1 0.1 0.4
C -0.1 0.0 -0.1
C -0.2 0.1 0.2
C 0.1 -0.2 -0.2
O -0.3 -0.1 -0.5
O 0.4 0.0 -0.6
S 0.4 -0.2 0.5
C -0.3 0.1 -0.1
C 0.3 -0.1 0.3
C -0.1 -0.1 -0.4
C -0.2 0.1 -0.1
C -0.4 0.1 0.3
C 0.4 -0.1 -0.2
O 0.2 0.0 -0.4
O 0.3 -0.1 0.2
H 0.2 0.2 0.4
H 0.3 0.2 -0.2
H 0.1 -0.1 -0.3
H -0.2 -0.1 -0.1
H -0.1 -0.4 0.1
H 0.2 0.1 -0.2
H -0.1 0.0 -0.4
H -0.3 0.0 0.0
H -0.2 0.1 0.3
H 0.0 0.2 0.1
C 0.1 0.7 0.2
C 0.1 -0.2 0.0
C 0.2 0.5 -0.2
C 0.3 -0.6 0.2
C -1.6 0.4 -1.9
S -0.4 -0.7 0.5
C 0.3 0.0 -0.4
C 0.1 0.1 -0.2
C 0.2 -0.3 0.1
C 0.1 0.1 0.1
C -0.2 0.0 0.0
C 0.0 0.3 0.0
O -0.2 0.3 -0.3
O -0.4 -0.2 0.1
S -0.2 0.4 0.5
C -0.3 0.1 -0.4
C -0.1 -0.1 0.4
C 0.2 -0.1 -0.1
C 0.0 -0.1 -0.1
C 0.0 -0.1 -0.4
C -0.2 -0.2 0.2
O 0.4 -0.6 -0.2
O 0.2 0.2 0.9
C 0.0 0.3 0.4
C 0.4 -0.1 -0.3
H 0.1 -0.1 -0.4
H -0.2 -0.4 -0.2
H -0.5 -0.3 0.5
H 0.2 -0.1 -0.1
H 0.2 -0.3 0.1
H 0.2 0.0 0.3
H -0.2 0.2 0.2
H -0.2 0.2 -0.1
H 0.0 0.1 0.3
H 0.1 0.0 0.2
H 0.0 0.0 0.0
H -0.1 0.1 -0.2
H -0.2 0.0 -0.2
H -0.3 0.4 -0.3
H 0.4 0.3 -0.1

(4)
DFT (ωB97M-V/def2-TZVPD) results for a cluster of 8 separate species, C24H54BF10N9O16S6 in total at a distorted geometry.

Values from the calculation:
Frontier orbital gap, eV: 4.78
Highest occupied orbital energy, eV: -7.1031
LUMO level, eV: -2.3213

Last column: Mulliken charge in e.
Geometry (Å):
C1 -7.7113 8.0279 -1.3065  -1.0056
C2 -6.2203 8.3672 -1.0773  -0.5839
N1 -5.6930 8.0058 0.2389  0.2328
C3 -5.7000 8.8284 1.4082  -0.5788
C4 -5.3517 8.1304 2.5271  -0.2072
N2 -5.3455 6.7932 2.1767  0.1303
C5 -5.6196 6.7598 0.8038  -0.1826
C6 -5.1778 5.7418 3.1424  -0.7614
H1 -8.1220 7.0446 -1.0771  0.3835
H2 -7.7982 8.2332 -2.3735  0.3373
H3 -8.3420 8.6908 -0.7142  0.3163
H4 -6.1471 9.4182 -1.3569  0.3237
H5 -5.6079 7.8951 -1.8456  0.3792
H6 -5.8167 9.9014 1.4473  0.3605
H7 -5.1949 8.4185 3.5561  0.4406
H8 -5.7732 5.9389 0.1191  0.4271
H9 -5.7086 6.1427 4.0059  0.2834
H10 -4.1391 5.6833 3.4677  0.3431
H11 -5.3485 4.7532 2.7163  0.3620
C7 1.8793 8.0617 1.4891  -1.0507
C8 2.9635 7.7055 2.5097  -0.5090
N3 3.2770 8.7954 3.4400  0.1751
C9 4.4783 9.4362 3.4178  -0.2826
C10 4.4056 10.4550 4.3070  -0.3613
N4 3.1198 10.5214 4.8120  0.1372
C11 2.5106 9.4064 4.3334  -0.1745
C12 2.6551 11.4893 5.7759  -0.8240
H12 2.0730 8.9687 0.9165  0.3285
H13 0.9657 8.2710 2.0456  0.3113
H14 1.6611 7.2236 0.8273  0.3767
H15 3.8761 7.3584 2.0254  0.3414
H16 2.7230 6.7995 3.0660  0.3429
H17 5.2601 9.1577 2.7267  0.4052
H18 5.2376 11.1224 4.4768  0.3930
H19 1.5112 9.0624 4.5556  0.3921
H20 3.3305 12.3447 5.7596  0.3134
H21 2.5799 11.1122 6.7958  0.3280
H22 1.6883 11.9188 5.5135  0.3572
C13 5.8425 -3.5230 4.9161  -0.8856
O1 4.6147 -4.2245 4.8298  -0.2915
C14 4.1448 -4.4062 3.5333  -0.6215
C15 3.0102 -5.4607 3.5745  -0.5499
N5 1.6154 -4.9304 3.5745  -0.1897
H23 1.5566 -4.3208 2.7714  0.4174
H24 0.9576 -5.6776 3.4037  0.3411
C16 1.2332 -4.1293 4.8410  -0.7316
C17 0.6701 -5.0402 6.0554  -0.4758
O2 1.6181 -6.0094 6.2956  -0.2795
C18 1.2957 -7.0213 7.2560  -0.8097
H25 5.7798 -3.0205 5.8813  0.2755
H26 5.9860 -2.6854 4.2335  0.3847
H27 6.7506 -4.0886 4.7075  0.3228
H28 4.8960 -4.5925 2.7657  0.4956
H29 3.7660 -3.4036 3.3345  0.3856
H30 3.1668 -6.1614 4.3946  0.2525
H31 2.9205 -5.8699 2.5682  0.4497
H32 0.5589 -3.3250 4.5467  0.4630
H33 2.0768 -3.4601 5.0102  0.3220
H34 -0.2550 -5.5942 5.8962  0.4302
H35 0.4589 -4.4764 6.9640  0.3751
H36 1.6893 -6.6533 8.2035  0.3210
H37 1.7771 -7.9752 7.0403  0.2680
H38 0.2506 -7.2683 7.4432  0.3301
C19 -3.4964 -8.5125 -6.2246  -0.7984
O3 -3.2972 -7.6304 -5.1299  -0.3783
C20 -2.9052 -6.2764 -5.5341  -0.4109
C21 -2.1946 -5.4524 -4.5277  -0.7339
N6 -3.0889 -5.2799 -3.2320  -0.2713
H39 -3.0885 -6.0962 -2.6372  0.4070
H40 -2.6492 -4.6104 -2.6167  0.3690
C22 -4.5304 -4.9123 -3.4312  -0.8281
C23 -4.9434 -3.6648 -4.0778  -0.4727
O4 -4.1919 -3.3643 -5.3460  -0.2751
C24 -4.8692 -2.3515 -6.2069  -0.8116
H41 -4.0909 -8.0984 -7.0389  0.3120
H42 -3.9014 -9.4921 -5.9708  0.2776
H43 -2.5630 -8.6973 -6.7563  0.3473
H44 -3.7911 -5.8522 -6.0065  0.3857
H45 -2.1803 -6.3620 -6.3435  0.5415
H46 -1.9181 -4.4437 -4.8347  0.3309
H47 -1.3317 -5.8548 -3.9972  0.4466
H48 -4.9242 -5.1152 -2.4353  0.4683
H49 -4.9349 -5.7750 -3.9605  0.3645
H50 -4.8912 -2.8204 -3.3905  0.4249
H51 -6.0022 -3.7326 -4.3277  0.3833
H52 -4.3274 -1.8857 -7.0300  0.2837
H53 -5.2272 -1.5066 -5.6186  0.3090
H54 -5.7353 -2.8402 -6.6533  0.3281
N7 -0.0421 -1.0434 -0.5713  -0.1982
S1 1.0236 -0.4464 -1.4167  1.0312
O5 2.1995 0.2073 -0.8420  -0.5843
O6 0.6816 -0.0719 -2.7770  -0.5909
F1 1.6705 -1.8486 -1.7371  -0.3143
S2 -0.6684 0.4786 -0.1376  1.0388
O7 -1.1498 1.3379 -1.2057  -0.5351
O8 -0.0132 1.1174 1.0034  -0.5745
F2 -2.0321 -0.1381 0.4715  -0.2710
N8 6.6644 -9.7602 -5.6229  -0.3166
S3 6.8185 -10.2235 -7.0966  1.1425
O9 7.8212 -9.5053 -7.8256  -0.6123
O10 5.7061 -10.7234 -7.8993  -0.5722
F3 7.6297 -11.5523 -6.8303  -0.2944
S4 5.2184 -8.9698 -5.9623  1.0813
O11 3.9786 -9.7299 -6.0017  -0.5729
O12 5.3016 -7.7885 -6.8013  -0.5567
F4 5.1514 -8.3191 -4.4675  -0.2988
N9 9.5492 1.6542 -3.0640  -0.2729
S5 7.9901 1.4041 -3.6101  1.0957
O13 7.0189 2.3787 -3.1769  -0.5599
O14 7.5259 0.0523 -3.8297  -0.5560
F5 8.3216 1.8279 -5.1610  -0.3110
S6 9.2272 1.2347 -1.6149  1.1062
O15 9.4170 -0.2093 -1.4363  -0.6024
O16 8.3340 2.0113 -0.8352  -0.5632
F6 10.6284 1.8077 -1.0086  -0.3366
B1 -9.2992 1.3879 0.8448  0.5451
F7 -10.4992 0.7827 1.0483  -0.4096
F8 -8.4250 0.9792 1.7464  -0.3769
F9 -8.9887 0.9054 -0.3363  -0.3673
F10 -9.4455 2.7236 0.7881  -0.3919

Forces on the atoms, in the same order (eV/Å):
C 0.3 0.4 0.2
C -0.9 -1.0 -1.1
N -0.8 -0.1 5.1
C 1.3 1.0 -0.1
C -0.9 -0.6 -1.3
N -0.6 1.2 -4.5
C 0.9 0.4 0.3
C 1.0 -0.2 0.4
H 0.8 -0.3 -0.2
H -0.7 0.0 0.1
H 0.0 0.3 -0.3
H 0.5 0.2 1.0
H 0.1 -0.4 0.3
H 0.0 -0.1 -0.7
H -0.1 0.2 -0.2
H 0.2 -0.7 0.7
H -0.5 -1.2 0.1
H 0.3 0.3 -0.2
H -0.9 0.2 0.4
C -0.4 0.2 0.8
C -0.3 -1.2 -0.5
N 0.4 0.1 0.1
C 0.3 0.3 0.1
C 0.7 0.5 -0.8
N 0.9 -2.2 -0.5
C -1.1 0.6 -0.2
C -0.5 1.0 0.6
H 0.4 -0.2 -0.1
H -0.2 -0.1 0.0
H 0.3 0.1 0.0
H 0.3 0.7 0.0
H -0.5 0.2 0.3
H 0.0 0.0 0.3
H -0.5 0.4 0.4
H 0.0 0.3 0.1
H 0.2 -0.3 0.0
H 0.2 -0.3 -0.2
H -0.1 -0.4 -0.3
C 0.1 1.2 0.3
O 1.0 -0.8 0.5
C -1.4 1.0 0.5
C 0.8 0.1 -1.6
N -0.2 1.5 2.4
H -0.2 0.5 -0.3
H -0.2 -0.4 0.2
C -1.0 -0.1 0.3
C 0.5 0.5 -0.9
O 1.0 -1.5 -0.3
C 0.5 0.4 1.0
H 0.7 -0.5 0.2
H -0.8 0.2 -0.6
H -0.2 -0.7 0.6
H 0.1 -0.6 0.2
H -0.6 0.1 -1.1
H -0.2 0.0 -0.3
H 1.1 -1.0 0.2
H -0.9 -0.6 -0.2
H 0.6 -0.9 0.8
H -0.6 0.5 -1.0
H 0.3 0.8 -0.1
H 0.0 -0.2 0.2
H 0.3 0.3 -0.4
H -0.4 0.5 -0.6
C 0.7 0.2 -1.3
O 0.3 1.1 0.8
C -0.1 -2.1 -1.6
C -0.7 0.1 3.0
N 0.0 1.3 -0.9
H 0.0 -0.9 -0.4
H 0.4 0.8 -0.1
C 0.0 -3.1 0.3
C 0.3 2.6 -2.0
O -0.7 0.4 0.7
C -0.9 -0.7 1.2
H -0.7 0.4 0.3
H -0.1 0.4 0.7
H 0.5 -0.1 0.3
H 0.1 0.7 0.4
H 0.2 -0.1 -0.3
H -0.5 -0.1 -0.4
H 0.3 -0.6 -1.0
H -0.5 1.0 0.1
H 0.1 0.0 -0.4
H 0.4 0.3 -0.1
H -0.1 -0.3 0.0
H 1.0 -0.8 0.4
H 0.0 -0.1 0.3
H -0.1 0.0 0.0
N -4.4 2.7 3.7
S 8.8 -0.4 -7.1
O -2.5 0.1 0.2
O -0.5 0.6 1.5
F 0.6 -1.7 0.0
S -2.5 0.8 2.3
O 0.8 -1.3 1.3
O -1.0 -1.3 -1.7
F 0.5 0.2 0.0
N -3.8 1.2 -0.8
S 3.7 -3.0 -4.7
O -0.4 0.8 0.1
O 0.5 1.0 1.5
F 0.1 -1.0 0.7
S -2.2 2.3 3.1
O 1.7 0.5 0.1
O 0.3 -1.6 0.5
F 0.0 -0.2 -0.5
N -3.6 0.0 -1.8
S -0.9 0.5 -4.5
O 0.9 -0.6 -0.3
O 0.8 1.0 1.0
F 0.0 0.1 1.1
S 5.2 -2.6 4.0
O -1.2 2.0 0.4
O -1.3 -0.3 0.3
F 0.1 -0.2 -0.1
B -1.9 -0.7 -0.2
F -3.2 -0.7 1.8
F 2.8 -0.5 3.0
F 2.5 -1.1 -4.9
F 0.0 3.2 0.3